Record 1
ORCA calculation (ωB97M-V/def2-TZVPD) on C4H6O2 in the gas phase at a distorted geometry.

Spin multiplicity: 1
HOMO level in eV: -9.533
SMILES: CCC(=O)C=O
Gap between HOMO and LUMO in eV: 9.393

The geometry in XYZ format:
```
12
C4H6O2 | the Open Molecules 2025 dataset | ωB97M-V/def2-TZVPD
C -1.14253 -0.51265 0.36878
C 0.77327 0.34692 0.38544
O 1.23850 0.27364 1.50680
C -0.46005 1.01521 0.02276
C 1.39677 -0.41319 -0.77013
O 0.82489 -0.83660 -1.74629
H -1.28713 -1.00153 -0.59698
H -2.04059 -0.33152 0.93325
H -0.56375 -1.26154 0.96503
H -0.64449 1.21029 -1.04076
H -0.57224 1.97345 0.57828
H 2.47734 -0.46247 -0.60617
```

Atom charges from the Löwdin analysis, given in e for atoms 1 to 4: C -0.010; C -0.526; O 0.064; C -0.056

---

Record 2
ORCA calculation (ωB97M-V/def2-TZVPD) on C45H32F4N8O2PPt as an isolated structure at a distorted geometry.

Net charge: -1
Spin multiplicity: 3
HOMO level (alpha / beta) in eV: -3.131 / -5.799
Gap between HOMO and LUMO (alpha / beta) in eV: 5.228 / 5.693

The geometry in XYZ format:
```
93
C45H32F4N8O2PPt | the Open Molecules 2025 dataset | ωB97M-V/def2-TZVPD
Pt 0.42718 0.88153 0.00167
O 1.18252 -0.20099 1.73831
N 2.01337 -1.17697 1.89521
N 2.34029 -1.79507 0.83437
O 1.96939 -1.51539 -0.35996
C 3.25870 -2.89916 1.01985
C 4.08985 -3.21989 -0.03762
C 4.99318 -4.26433 0.10421
C 5.05140 -4.98538 1.28798
C 4.19549 -4.66215 2.33482
C 3.29282 -3.61770 2.20697
H 4.01648 -2.64639 -0.95088
H 5.65265 -4.51343 -0.71790
H 5.75999 -5.79723 1.39613
H 4.22448 -5.23309 3.25481
H 2.61956 -3.35299 3.00973
N -1.59091 0.62765 0.75127
P -2.43836 -0.35023 2.01228
C -4.13999 -0.32908 1.81025
C -4.70867 -1.12944 0.74975
C -6.00135 -0.92375 0.33447
C -6.80489 0.07926 0.90128
C -6.25889 0.89319 1.91412
C -4.97220 0.72245 2.35434
C -1.97217 0.20654 3.64732
C -0.68864 0.66830 3.92897
C -0.34430 0.99497 5.23256
C -1.26104 0.85001 6.26202
C -2.52875 0.35298 5.98969
C -2.88038 0.01591 4.69086
C -1.85127 -2.02430 1.69494
C -2.42643 -3.00965 2.50407
C -2.00531 -4.32532 2.40760
C -0.98831 -4.66244 1.52079
C -0.40973 -3.68761 0.72647
C -0.83953 -2.36841 0.80980
H -4.11329 -1.91072 0.29112
H -6.40604 -1.55041 -0.45176
H -7.81553 0.23987 0.55085
H -6.86210 1.68237 2.34912
H -4.56918 1.38419 3.11115
H 0.04535 0.74455 3.13741
H 0.65435 1.35713 5.44398
H -0.98599 1.10609 7.27789
H -3.24342 0.21318 6.79093
H -3.85985 -0.39404 4.48437
H -3.21267 -2.73423 3.19749
H -2.46551 -5.08492 3.02698
H -0.64663 -5.68871 1.45448
H 0.38979 -3.93681 0.04008
H -0.36053 -1.63244 0.18019
F 1.87577 0.23074 -3.77701
C 2.99389 0.42905 -4.48622
C 2.96451 0.13722 -5.81362
F 1.82054 -0.32390 -6.32430
C 4.09256 0.28899 -6.66288
C 5.25182 0.75476 -5.98753
C 5.27658 1.05175 -4.66051
F 6.42629 1.49829 -4.14421
C 4.14480 0.92042 -3.81941
C 4.15242 1.24584 -2.44454
C 2.99868 1.17727 -1.62924
N 2.11791 1.19158 -0.89441
C 5.31597 1.68444 -1.73842
N 6.21192 2.04640 -1.10927
F 6.37886 0.93039 -6.68240
C 4.06493 0.01292 -8.04375
C 5.21221 0.10179 -8.89036
N 6.09229 0.13937 -9.63400
C 2.88036 -0.36831 -8.74710
N 1.96344 -0.65818 -9.38291
C -0.77483 3.33863 2.01969
N -2.08943 2.75286 1.79702
C -3.11147 3.78247 1.90284
C -2.27645 1.95896 0.59113
C -1.79359 2.54811 -0.70702
C -2.60497 3.42568 -1.41943
C -2.13618 4.01085 -2.58702
C -0.85938 3.70079 -3.03605
C -0.06256 2.80146 -2.33886
C -0.51450 2.19597 -1.16687
H -0.74972 3.72920 3.03991
H -0.55678 4.15862 1.32061
H 0.01283 2.59590 1.92595
H -3.03190 4.25411 2.88380
H -4.10488 3.33765 1.81534
H -3.00736 4.56603 1.13837
H -3.35343 1.79277 0.54684
H -1.80691 0.11656 -0.11194
H -3.60660 3.64340 -1.06271
H -2.76397 4.69361 -3.14680
H -0.48500 4.14861 -3.94940
H 0.91632 2.55945 -2.72815
```

Atom charges from the Löwdin analysis, given in e for atoms 1 to 4: Pt 1.084; O -0.343; N -0.009; N -0.269

---

Record 3
ORCA calculation (ωB97M-V/def2-TZVPD) on C14H22CsF9N5O3 as an isolated structure.

Net charge: -1
Spin multiplicity: 1
HOMO level in eV: -6.005
Gap between HOMO and LUMO in eV: 8.093

The geometry in XYZ format:
```
54
C14H22CsF9N5O3 | the Open Molecules 2025 dataset | ωB97M-V/def2-TZVPD
Cs 1.10350 -1.07674 0.39347
N -0.36328 0.19798 3.02097
C -1.19930 1.37652 3.23174
C -2.34808 1.41708 2.23481
N -1.93415 1.53684 0.85275
C -2.96814 1.13704 -0.08450
C -3.28495 -0.35494 -0.05395
N -2.05935 -1.12786 -0.14628
C -1.30681 2.81699 0.55297
C 0.20443 2.73041 0.37772
N 0.55583 2.00617 -0.83815
H -0.93602 -0.63916 3.04356
H 0.34005 0.11548 3.74521
H -0.57729 2.26749 3.11545
H -1.63518 1.42752 4.23925
H -3.02906 2.24116 2.52413
H -2.91680 0.49067 2.34380
H -2.59995 1.37601 -1.08542
H -3.90676 1.70565 0.05890
H -3.99330 -0.53895 -0.87540
H -3.81532 -0.62435 0.86429
H -1.46006 -0.71068 -0.84985
H -2.18404 -2.09610 -0.41606
H -1.53499 3.54646 1.34378
H -1.74413 3.22626 -0.36604
H 0.62234 2.17800 1.22087
H 0.62868 3.74418 0.41430
H 1.57229 1.94510 -0.88966
H 0.27923 2.53351 -1.66025
O 3.85943 2.82423 -0.97130
C 4.17258 2.05545 -0.06964
C 5.59026 2.00028 0.50797
C 5.50351 0.88537 1.53940
C 4.03379 0.46938 1.47357
O 3.56699 -0.41667 2.19347
N 3.33720 1.17380 0.54489
H 5.82794 2.97697 0.93224
H 6.30122 1.81550 -0.29736
H 5.74002 1.19031 2.55936
H 6.12510 0.01983 1.30699
F -0.71193 -2.23749 -3.50932
C -0.01020 -3.37386 -3.42165
F -0.35089 -4.12517 -4.49155
F 1.28577 -3.04407 -3.57616
C -0.24443 -4.06123 -2.02436
O -0.21242 -3.17302 -1.05941
C 0.86807 -5.15579 -1.84257
F 2.02066 -4.59517 -1.45735
F 1.13238 -5.87470 -2.95575
F 0.52643 -6.03904 -0.88572
C -1.63349 -4.79213 -2.08476
F -2.03933 -5.13578 -0.85472
F -1.65540 -5.91479 -2.83133
F -2.57947 -3.97365 -2.58420
```

Atom charges from the Löwdin analysis, given in e for atoms 1 to 4: Cs 1.083; N -0.032; C -0.269; C -0.208

---

Record 4
ORCA calculation (ωB97M-V/def2-TZVPD) on an isolated ion of composition C10H15N2OS and charge +1 at a distorted geometry.

Net charge: +1
Spin multiplicity: 1
HOMO level (alpha / beta) in eV: -11.177 / -11.177
Gap between HOMO and LUMO (alpha / beta) in eV: 7.407 / 7.409

The geometry in XYZ format:
```
29
C10H15N2OS | the Open Molecules 2025 dataset | ωB97M-V/def2-TZVPD
C -3.09068 1.90953 -2.26280
C -2.87603 1.15969 -1.36863
C 1.00282 -0.28415 -0.15370
C -0.35051 -0.29219 -0.58241
C 1.93758 -0.70907 -1.26529
C 3.44669 -0.07786 -1.28314
C 3.38923 0.12164 1.16162
C -1.23811 1.54322 1.00953
C -1.66881 -0.77826 1.51501
C -2.83697 0.20995 -0.31830
N 4.10192 0.00350 0.02988
N -1.60237 0.19810 0.44956
O -0.71867 -0.50533 -1.71574
S 1.74707 -0.15175 1.47238
H -3.32706 2.70543 -2.99167
H 2.14482 -1.79795 -1.37273
H 1.47878 -0.43011 -2.27782
H 3.94847 -0.81068 -1.98521
H 3.44576 0.81796 -1.81493
H 4.03543 0.18626 2.06066
H -1.21366 2.26296 0.23928
H -1.84682 1.69828 1.89020
H -0.26557 1.47284 1.50399
H -1.91115 -1.65322 1.01052
H -0.75296 -0.68500 2.14045
H -2.38959 -0.55571 2.32568
H -2.99975 -0.86716 -0.77228
H -3.80467 0.35873 0.29905
H 5.03359 -0.07139 0.25216
```

Atom charges from the Löwdin analysis, given in e for atoms 1 to 4: C 0.162; C -0.165; C -0.448; C -0.365

---

Record 5
ORCA calculation (ωB97M-V/def2-TZVPD) on C29H28FeN4O3SSeSi as an isolated structure.

Net charge: -1
Spin multiplicity: 2
HOMO level (alpha / beta) in eV: -5.110 / -5.096
Gap between HOMO and LUMO (alpha / beta) in eV: 7.028 / 7.117

The geometry in XYZ format:
```
68
C29H28FeN4O3SSeSi | the Open Molecules 2025 dataset | ωB97M-V/def2-TZVPD
Fe -1.26954 -0.66242 -0.04182
C -3.47347 -3.23829 1.87659
C -2.14825 -2.54893 2.17346
C -1.33981 -3.26802 3.23502
O -1.38320 -2.47818 0.95608
C -2.42235 -1.08755 2.56244
O -2.76367 -0.83966 3.71918
O -2.30730 -0.23178 1.61788
H -3.29773 -4.27594 1.58454
H -3.98844 -2.73544 1.05775
H -4.10529 -3.22078 2.76525
H -1.18655 -4.31268 2.94728
H -1.87644 -3.23520 4.18127
H -0.37331 -2.77989 3.36539
H -0.80132 -3.23880 0.84242
N 0.67168 8.01221 -4.45206
C 0.43905 7.00546 -3.94665
C 0.14918 5.74873 -3.31424
C 0.72145 4.57297 -3.79916
C 0.44086 3.36665 -3.18948
C -0.41326 3.30400 -2.08207
C -0.98116 4.49265 -1.60746
C -0.70577 5.70245 -2.21432
C -0.68569 2.05318 -1.44703
C -0.91594 0.98887 -0.90180
H 1.38606 4.61335 -4.65188
H 0.88957 2.45249 -3.55143
H -1.64911 4.45447 -0.75772
H -1.15030 6.61585 -1.84242
Se -4.63681 -3.02706 -2.53392
C -3.33937 -2.04463 -1.78588
N -2.49700 -1.40708 -1.30188
S 0.93971 -0.20517 2.22458
C 0.06686 1.19982 2.54709
N 0.03285 2.28876 1.75717
C -1.11496 3.12877 2.08642
C -1.61187 2.52405 3.41600
N -0.71182 1.39424 3.62029
H 0.28779 2.15244 0.78721
H -1.87103 3.04839 1.30317
H -0.81659 4.17214 2.19404
H -2.63585 2.15948 3.33816
H -1.54369 3.23397 4.24098
H -1.07995 0.56894 4.07818
C 4.00491 1.37103 -2.65327
C 3.12423 0.73958 -3.51988
C 2.13791 -0.09928 -3.01862
C 2.01226 -0.33461 -1.64673
C 2.90971 0.30800 -0.79137
C 3.89343 1.15355 -1.28716
Si 0.64488 -1.49877 -1.08295
C 1.32354 -3.00748 -0.16507
C 2.25489 -2.97072 0.87701
C 2.63031 -4.12500 1.54757
C 2.07584 -5.35014 1.19903
C 1.15266 -5.41441 0.16682
C 0.78769 -4.25525 -0.51008
H 4.77197 2.03078 -3.04029
H 3.20505 0.90062 -4.58885
H 1.45346 -0.58382 -3.70651
H 2.81949 0.17896 0.28001
H 4.57110 1.64855 -0.60201
H 0.11201 -2.08292 -2.34408
H 2.69156 -2.02738 1.17885
H 3.35135 -4.06597 2.35367
H 2.36365 -6.24912 1.73003
H 0.71578 -6.36420 -0.11642
H 0.06414 -4.31883 -1.31632
```

Atom charges from the Löwdin analysis, given in e for atoms 1 to 4: Fe 0.361; C 0.006; C -0.495; C -0.008

---

Record 6
ORCA calculation (ωB97M-V/def2-TZVPD) on C28H24Cl3F12FeN3O4 as an isolated structure.

Net charge: -2
Spin multiplicity: 5
HOMO level (alpha / beta) in eV: -1.608 / -1.497
Gap between HOMO and LUMO (alpha / beta) in eV: 6.043 / 5.932

The geometry in XYZ format:
```
75
C28H24Cl3F12FeN3O4 | the Open Molecules 2025 dataset | ωB97M-V/def2-TZVPD
Fe 0.09143 -1.48071 0.41818
C -4.58029 4.04481 0.48990
C -3.45956 3.06631 0.72664
C -2.41210 3.32703 1.59803
C -1.39426 2.41545 1.78260
C -1.31736 1.17301 1.09721
N -0.27311 0.32569 1.28781
C 0.85441 0.69748 2.01442
C 1.56894 1.85675 1.67407
C 2.76255 2.19844 2.28139
C 3.30681 1.38567 3.26314
C 4.62087 1.70885 3.92582
C 2.61004 0.23241 3.60372
C 1.40716 -0.14244 3.01057
C 0.69151 -1.47224 3.37754
O 0.25334 -2.20124 2.33384
C 1.64702 -2.44133 4.16129
F 2.76161 -2.67985 3.45185
F 1.06291 -3.62900 4.37471
F 2.06766 -2.02529 5.39197
C -0.48629 -1.10375 4.34469
F -1.36208 -0.27167 3.77866
F -0.05865 -0.48159 5.47822
F -1.17743 -2.18531 4.74760
C -2.45330 0.86276 0.27790
C -3.45185 1.81803 0.11719
C -2.66993 -0.54651 -0.32217
O -1.55612 -1.24128 -0.65252
C -3.50141 -1.36848 0.71857
F -2.75653 -1.66234 1.77841
F -4.60178 -0.71832 1.17270
F -3.94932 -2.53639 0.20389
C -3.51938 -0.50256 -1.64128
F -4.84854 -0.27191 -1.47705
F -3.44488 -1.66023 -2.31108
F -3.07154 0.44870 -2.48674
H -4.39386 4.98134 1.02124
H -5.54355 3.65861 0.83844
H -4.69701 4.28746 -0.57057
H -2.39029 4.25945 2.15722
H -0.62089 2.65249 2.49882
H 1.16685 2.48217 0.88600
H 3.28489 3.09901 1.97018
H 4.97406 2.69922 3.63126
H 5.39433 0.98551 3.65394
H 4.53430 1.69676 5.01546
H 3.04355 -0.39566 4.36862
H -4.30490 1.57807 -0.50232
Cl 4.69683 -1.89693 -2.01124
C 3.51269 -2.04667 -0.68545
Cl 2.97171 -0.42561 -0.23997
Cl 4.33181 -2.76940 0.72890
C 2.34392 -3.05706 -1.08106
O 2.68480 -3.96845 -1.81410
O 1.23077 -2.83189 -0.53999
C -0.16779 -1.79931 -3.48313
C -0.68585 -1.37205 -4.88209
N 0.00321 -0.15452 -5.33807
C 1.44519 -0.41839 -5.36068
C 1.94726 -0.81519 -3.94299
N 0.82283 -0.82929 -3.01463
C 0.23578 0.50595 -2.95684
C -0.26194 0.91847 -4.36872
H 0.31449 -2.78016 -3.50794
H -0.96283 -1.85118 -2.74273
H -1.75754 -1.15907 -4.85929
H -0.51964 -2.15250 -5.63122
H 1.94867 0.48251 -5.72577
H 1.63022 -1.21454 -6.08800
H 2.69111 -0.10522 -3.57169
H 2.41015 -1.80394 -3.94112
H 0.99969 1.19343 -2.58073
H -0.57406 0.49126 -2.22916
H 0.23724 1.82529 -4.72526
H -1.33671 1.11108 -4.36699
```

Atom charges from the Löwdin analysis, given in e for atoms 1 to 4: Fe 0.858; C -0.081; C -0.303; C -0.075

---

Record 7
ORCA calculation (ωB97M-V/def2-TZVPD) on a 2-piece molecular cluster, C5H12N2O2 overall at a distorted geometry.

Spin multiplicity: 1
HOMO level in eV: -9.240
SMILES: CC(=O)C(=O)N(C)C.N
Gap between HOMO and LUMO in eV: 10.093

The geometry in XYZ format:
```
21
C5H12N2O2 | the Open Molecules 2025 dataset | ωB97M-V/def2-TZVPD
C 0.98473 -0.87381 0.74164
C -2.15929 0.75084 -0.32443
C -0.11000 1.76781 0.49479
C 0.67554 -1.90202 1.79306
N -0.79118 0.55432 0.12340
C -0.18918 -0.64803 -0.20390
N 1.24855 0.14729 -2.13282
O 2.08841 -0.38582 0.58978
O -0.75470 -1.58300 -0.74343
H 2.03575 0.11092 -1.48582
H 1.04195 -0.79192 -2.46036
H 1.47894 0.71133 -2.95859
H -2.58256 -0.21758 -0.58561
H -2.18469 1.38950 -1.20570
H -2.74760 1.20593 0.46796
H 0.83729 1.55577 0.97391
H 0.07619 2.38165 -0.39003
H -0.71924 2.33787 1.19817
H 1.54332 -2.09065 2.41725
H 0.40244 -2.83617 1.30305
H -0.17466 -1.58422 2.38767
```

Atom charges from the Löwdin analysis, given in e for atoms 1 to 4: C -0.360; C -0.040; C -0.056; C 0.010

---

Record 8
ORCA calculation (ωB97M-V/def2-TZVPD) on a 2-piece molecular cluster, F2O overall at a distorted geometry.

Spin multiplicity: 1
HOMO level (alpha / beta) in eV: -12.349 / -12.330
Gap between HOMO and LUMO (alpha / beta) in eV: 6.816 / 6.768

The geometry in XYZ format:
```
3
F2O | the Open Molecules 2025 dataset | ωB97M-V/def2-TZVPD
O -0.26617 0.39383 0.71027
F -0.25627 0.25020 -1.62538
F 0.53914 -0.67609 0.81517
```

Charges computed using Löwdin, reported in e: O 0.193; F -0.197; F 0.004

---

Record 9
ORCA calculation (ωB97M-V/def2-TZVPD) on an isolated ion of composition C4H12N4 and charge +2 at a distorted geometry.

Net charge: +2
Spin multiplicity: 1
HOMO level in eV: -18.994
SMILES: C1NC[N@H+]2CNC[N@@H+]12
Gap between HOMO and LUMO in eV: 11.079

The geometry in XYZ format:
```
20
C4H12N4 | the Open Molecules 2025 dataset | ωB97M-V/def2-TZVPD
C -0.13356 -1.18928 -1.25726
C 1.49106 -0.64313 0.14351
C -1.47711 0.93933 -0.32279
C 0.11620 1.31681 1.24336
N 1.07065 -1.61283 -0.72257
N -0.48547 1.81750 0.12739
N -0.79022 -0.48685 -0.03914
N 0.25347 -0.23623 0.88011
H 0.02913 -0.32447 -2.01128
H -0.66046 -1.94211 -1.91912
H 2.17228 -1.14077 0.82904
H 2.10260 0.32292 -0.25924
H -2.43171 1.05783 0.04598
H -1.58874 1.08129 -1.48814
H 0.95952 1.83271 1.50072
H -0.54863 1.14659 2.07572
H 1.30610 -2.55133 -0.46517
H 0.16183 2.34390 -0.55728
H -1.54230 -1.18796 0.35838
H -0.00465 -0.54392 1.83779
```

Atom charges from the Löwdin analysis, given in e for atoms 1 to 4: C -0.080; C -0.126; C -0.028; C -0.050

---

Record 10
ORCA calculation (ωB97M-V/def2-TZVPD) on C3HNO2S in the gas phase at a distorted geometry.

Spin multiplicity: 1
HOMO level in eV: -10.244
SMILES: N#CSC(=O)C=O
Gap between HOMO and LUMO in eV: 8.276

The geometry in XYZ format:
```
8
C3HNO2S | the Open Molecules 2025 dataset | ωB97M-V/def2-TZVPD
C -1.93983 -0.50612 0.02692
C 1.40891 0.00106 -0.37793
C 0.48435 0.64660 0.49039
N -2.76060 -0.01824 -0.57437
O 1.63172 0.25447 -1.55973
O 0.16126 1.67848 0.96436
S -0.70453 -1.23997 0.78568
H 1.71874 -0.81627 0.24470
```

Atom charges from the Löwdin analysis, given in e for atoms 1 to 4: C -0.801; C -0.296; C -0.312; N 0.108